Computed, not measured: a single C2H5N3OS molecule, with ωB97M-V/def2-TZVPD.

Structure (XYZ):
```
12
Properties=species:S:1:pos:R:3:forces:R:3:mulliken_charge:R:1
H 0.7777 1.2118 1.4085 2.633 0.069 -2.048 0.314
N 1.7113 1.1512 0.7755 -2.050 -5.213 0.725 -0.739
C 1.6475 -0.1177 0.2424 -5.984 5.887 2.324 0.452
N 2.5171 -0.7264 -0.4792 6.165 -5.758 0.627 -0.449
O 0.3755 -0.8529 0.0431 -1.618 1.829 0.641 -0.361
C -0.8779 -0.0707 -0.1654 2.241 3.446 -0.738 0.247
N -0.5379 1.1759 -0.7745 -0.514 2.268 -0.339 -0.450
S -2.4608 -0.3581 0.2039 1.596 -0.939 -0.054 -0.310
H 2.4157 -1.8928 -0.4044 -0.075 4.258 -0.619 0.367
H 3.4901 -0.5442 -0.0008 -2.098 -0.206 -1.668 0.337
H -1.1873 2.0776 -0.9192 0.950 -3.764 0.788 0.260
H 0.4218 1.6260 -0.8060 -1.245 -1.878 0.360 0.331
```
Positions in Å, forces in eV/Å.

The relative energy (zero: lowest compared OMol25 entry of this formula, charge and spin) comes out at 355.0 kJ/mol. As for the total energy: -19505.271 eV. The value obtained for the orbital gap is 9.15 eV.


Computed, not measured: a single C2H5N3OS2 molecule, with ωB97M-V/def2-TZVPD.

Structure (XYZ):
```
13
Properties=species:S:1:pos:R:3:forces:R:3:mulliken_charge:R:1
O 2.5943 -0.7808 -0.3170 0.168 0.139 -0.130 -0.406
N 1.3905 -1.2488 0.1798 -0.581 -1.263 -0.386 -0.193
C 0.3311 -0.3753 0.0764 0.190 0.147 -0.102 0.665
N 0.5242 0.7588 -0.5096 0.059 -0.520 0.152 -0.510
C -0.3051 1.8179 -0.2999 0.028 0.442 -0.779 -0.266
S -0.5146 3.0621 -1.3293 0.059 -0.282 0.237 -0.271
N -0.8299 -0.8563 0.6515 -0.166 -0.125 0.100 -0.361
S -2.3770 -0.6481 -0.0362 0.411 -0.506 -0.371 -0.094
H 2.3425 -0.0158 -0.8776 -0.036 -0.052 0.068 0.385
H 1.1991 -2.2110 -0.1902 0.238 1.273 0.476 0.254
H -0.8120 1.8324 0.6485 -0.256 -0.013 0.556 0.344
H -0.7264 -1.6598 1.2647 0.056 0.266 -0.228 0.317
H -2.8167 0.3248 0.7389 -0.170 0.492 0.408 0.137
```
Positions in Å, forces in eV/Å.

The relative energy (zero: lowest compared OMol25 entry of this formula, charge and spin) comes out at 242.6 kJ/mol. As for the total energy: -30340.754 eV. The value obtained for the orbital gap is 8.25 eV.


Computed, not measured: a single C2H5N3OS2 molecule, with ωB97M-V/def2-TZVPD.

Structure (XYZ):
```
13
Properties=species:S:1:pos:R:3:forces:R:3:mulliken_charge:R:1
N 2.1575 1.0353 0.1308 1.034 6.458 0.460 -0.326
C 2.3174 -0.2354 0.1002 1.181 -2.259 -0.922 0.131
S 3.7772 -1.1260 -0.1289 -2.142 0.924 0.798 -0.322
S 0.6270 -0.9760 0.0825 2.205 -0.698 -0.392 -0.004
N -0.1162 0.5010 -0.1808 -0.839 -0.857 0.338 -0.325
C -1.3459 0.5559 -0.1154 -5.526 0.729 -0.121 -0.027
N -2.4153 -0.4905 0.0919 -0.448 3.076 -2.328 -0.250
O -1.9342 -1.7821 -0.0876 -0.172 1.170 -3.672 -0.407
H 1.2133 1.4756 -0.0816 1.251 -1.333 0.624 0.373
H 2.8283 1.8683 0.3098 -0.517 -3.006 -0.599 0.243
H -1.9437 1.5537 -0.1653 1.366 -1.525 -0.093 0.270
H -3.2284 -0.2321 -0.6973 2.785 -1.246 2.605 0.297
H -1.9371 -2.1477 0.7418 -0.178 -1.434 3.302 0.347
```
Positions in Å, forces in eV/Å.

The relative energy (zero: lowest compared OMol25 entry of this formula, charge and spin) comes out at 363.6 kJ/mol. As for the total energy: -30339.500 eV. The value obtained for the orbital gap is 8.43 eV.


Computed, not measured: a single C2H5N3S molecule, with ωB97M-V/def2-TZVPD.

Structure (XYZ):
```
11
Properties=species:S:1:pos:R:3:forces:R:3:mulliken_charge:R:1
C 0.8794 -0.0449 -0.4334 0.214 0.705 -0.043 -0.841
N 0.1330 0.0167 0.8020 1.279 0.149 1.165 -0.040
N -1.1836 -0.2188 0.6107 0.327 -0.460 -4.249 -0.499
S 0.4953 1.5488 1.7216 -0.177 -0.707 -0.630 -0.096
C 1.0034 0.7560 3.1231 0.062 0.487 -0.170 0.379
N 1.4044 0.3470 4.1191 0.062 -0.291 0.358 -0.372
H 1.8592 0.0660 -0.0817 1.772 1.238 0.188 0.345
H 1.0802 -1.0821 -0.7654 -1.597 0.430 -0.594 0.301
H 0.5995 0.8300 -1.1390 0.399 -1.888 0.431 0.350
H -1.6961 -0.0756 1.3970 -1.918 0.489 2.477 0.245
H -1.5041 0.2617 -0.2531 -0.423 -0.151 1.067 0.228
```
Positions in Å, forces in eV/Å.

The relative energy (zero: lowest compared OMol25 entry of this formula, charge and spin) comes out at 335.3 kJ/mol. As for the total energy: -17457.637 eV. The value obtained for the orbital gap is 9.12 eV.


Computed, not measured: a single C2H5N3S molecule, with ωB97M-V/def2-TZVPD.

Structure (XYZ):
```
11
Properties=species:S:1:pos:R:3:forces:R:3:mulliken_charge:R:1
C 2.4525 0.2075 0.3416 -0.967 -0.200 0.092 -0.497
N 1.8179 -0.7449 -0.2251 1.585 0.204 -0.337 -0.668
N 0.4757 -0.8453 -0.1203 -1.044 -0.708 0.059 0.201
C -0.4949 0.1417 -0.0610 0.910 -0.400 -0.021 0.368
N -0.0498 1.4154 -0.1770 -0.237 0.877 -0.215 -0.440
S -2.0636 -0.2475 0.1225 -0.899 -0.284 0.211 -0.414
H 3.5240 0.2923 0.2118 -0.068 -0.247 0.012 0.276
H 1.8994 0.9013 0.9685 0.432 0.269 0.047 0.422
H 0.1584 -1.8119 -0.2792 -0.024 1.115 0.081 0.249
H -0.7854 2.1382 -0.1170 0.840 -0.821 -0.391 0.232
H 0.7688 1.5691 -0.7714 -0.528 0.195 0.462 0.270
```
Positions in Å, forces in eV/Å.

The relative energy (zero: lowest compared OMol25 entry of this formula, charge and spin) comes out at 169.0 kJ/mol. As for the total energy: -17459.361 eV. The value obtained for the orbital gap is 9.03 eV.


Computed, not measured: a single C2H5N3S molecule, with ωB97M-V/def2-TZVPD.

Structure (XYZ):
```
11
Properties=species:S:1:pos:R:3:forces:R:3:mulliken_charge:R:1
N -0.8452 -1.3018 0.4896 0.270 0.553 -0.267 -0.277
N -1.1717 -0.4575 -0.5100 0.243 2.537 -0.744 -0.374
C -0.6214 0.7338 -0.5878 -0.160 -2.564 -0.313 -0.166
C 0.5006 1.2586 0.2062 -0.052 -0.698 0.573 -0.075
N 1.6434 0.7440 0.4612 0.172 -0.994 -0.878 -0.433
S 2.2157 -0.7543 -0.2823 -0.749 1.377 0.652 -0.087
H -0.5076 -0.7972 1.2970 0.193 -0.348 0.494 0.203
H -1.6618 -1.8539 0.6507 -0.135 -0.511 0.443 0.278
H -0.9678 1.3531 -1.3962 -0.246 0.122 -0.216 0.374
H 0.2732 2.1967 0.6912 0.314 0.458 0.164 0.370
H 1.1425 -1.1215 -1.0194 0.149 0.070 0.093 0.188
```
Positions in Å, forces in eV/Å.

The relative energy (zero: lowest compared OMol25 entry of this formula, charge and spin) comes out at 282.6 kJ/mol. As for the total energy: -17458.183 eV. The value obtained for the orbital gap is 9.58 eV.


Computed, not measured: a single C2H5N3S molecule, with ωB97M-V/def2-TZVPD.

Structure (XYZ):
```
11
Properties=species:S:1:pos:R:3:forces:R:3:mulliken_charge:R:1
C -0.7729 1.3757 0.7348 0.166 -0.103 0.143 -0.780
N -0.6769 0.2356 -0.1486 -0.424 -0.052 -0.339 -0.219
N 0.2055 -0.7677 0.2506 0.554 0.078 0.136 -0.356
S 1.7922 -0.6074 -0.4331 -0.465 0.160 0.496 -0.026
C 1.6069 -1.7421 -1.6623 0.075 0.159 0.211 0.329
N 1.4856 -2.5090 -2.5052 -0.029 -0.477 -0.572 -0.352
H 0.1992 1.8714 0.7674 -0.058 0.084 0.026 0.259
H -1.5039 2.0681 0.3261 -0.030 0.076 0.022 0.306
H -1.0667 1.1054 1.7602 0.017 0.056 -0.025 0.315
H -1.5776 -0.1857 -0.3539 0.227 0.025 0.089 0.233
H 0.3087 -0.8443 1.2641 -0.034 -0.006 -0.186 0.291
```
Positions in Å, forces in eV/Å.

The relative energy (zero: lowest compared OMol25 entry of this formula, charge and spin) comes out at 254.7 kJ/mol. As for the total energy: -17458.472 eV. The value obtained for the orbital gap is 10.12 eV.


Computed, not measured: a single C2H5N3S molecule, with ωB97M-V/def2-TZVPD.

Structure (XYZ):
```
11
Properties=species:S:1:pos:R:3:forces:R:3:mulliken_charge:R:1
C -1.1650 -0.8173 0.3779 -2.549 -0.904 0.846 -0.803
N 0.0612 -0.0950 0.0750 -1.594 2.685 -0.763 -0.009
N -0.3993 1.2074 -0.8149 -0.868 -1.494 1.753 -0.546
S 1.3042 -0.9937 -0.6862 -1.319 0.089 -0.459 -0.044
C 2.5537 -0.1272 -0.0075 1.065 0.695 0.784 0.374
N 3.3724 0.5169 0.4945 -0.228 -0.303 -0.326 -0.373
H -1.0107 -1.9030 0.4179 0.354 0.230 -0.121 0.307
H -1.6830 -0.6252 1.4354 1.533 0.319 -2.079 0.248
H -2.0164 -0.6948 -0.3905 1.459 0.114 0.862 0.307
H -1.2773 1.5927 -0.3246 1.511 -1.252 -0.653 0.273
H 0.2601 1.9392 -0.5768 0.637 -0.178 0.157 0.265
```
Positions in Å, forces in eV/Å.

The relative energy (zero: lowest compared OMol25 entry of this formula, charge and spin) comes out at 354.5 kJ/mol. As for the total energy: -17457.437 eV. The value obtained for the orbital gap is 9.67 eV.


Computed, not measured: a single C2H5N3S3 molecule, with ωB97M-V/def2-TZVPD.

Structure (XYZ):
```
13
Properties=species:S:1:pos:R:3:forces:R:3:mulliken_charge:R:1
H 0.2112 -2.4463 0.8650 -0.091 0.166 -0.186 0.188
N -0.1258 -1.7849 0.1644 0.108 -0.153 0.052 -0.669
C -0.1475 -0.5957 0.6001 -0.125 0.177 0.099 0.760
N 0.2646 -0.2063 1.8785 0.030 0.196 0.174 -0.254
S 0.0127 1.2955 2.6231 -0.074 -0.376 -0.130 -0.236
N -0.5733 0.4627 -0.1836 -0.141 0.413 -0.055 -0.298
S -1.3705 0.2384 -1.6561 0.281 0.013 0.171 0.024
C -0.0572 0.2707 -2.7799 0.271 0.014 -0.183 -0.144
S -0.2373 0.1219 -4.3834 -0.029 0.036 0.422 -0.223
H 0.5258 -0.9729 2.4744 0.015 0.039 0.094 0.220
H 1.2230 1.8438 2.4257 0.097 0.021 -0.065 0.162
H -0.6501 1.3743 0.2695 0.019 -0.486 -0.296 0.206
H 0.9243 0.3988 -2.2978 -0.360 -0.058 -0.096 0.265
```
Positions in Å, forces in eV/Å.

The relative energy (zero: lowest compared OMol25 entry of this formula, charge and spin) comes out at 114.1 kJ/mol. As for the total energy: -39129.978 eV. The value obtained for the orbital gap is 8.65 eV.


Computed, not measured: a 2-piece molecular cluster, C2H5N4 overall, with ωB97M-V/def2-TZVPD.

Structure (XYZ):
```
11
Properties=species:S:1:pos:R:3:forces:R:3:mulliken_charge:R:1
C 1.6023 1.0603 -0.9032 -0.424 -0.842 1.116 0.138
C 0.9179 0.0043 -0.2722 -0.205 0.591 -0.933 0.511
N 2.2777 1.9065 -1.2761 0.129 0.393 -0.355 -0.172
N 0.6448 -1.1107 -0.1351 1.131 0.224 -0.552 0.506
N -0.9983 1.2360 0.4569 -2.555 -2.374 -3.637 -0.729
N 0.0285 -2.1563 0.2957 -1.243 -2.176 -0.589 -0.714
H -0.4963 1.5879 1.1707 1.649 2.187 2.889 0.289
H -1.4269 1.9002 -0.2237 0.711 -0.521 1.171 0.286
H 0.1427 -3.0746 -0.2358 0.698 1.742 0.771 0.352
H -1.7289 0.6039 0.8291 0.563 0.768 -0.334 0.259
H -0.9634 -1.9576 0.2937 -0.453 0.008 0.453 0.273
```
Positions in Å, forces in eV/Å.

The relative energy (zero: lowest compared OMol25 entry of this formula, charge and spin) comes out at 308.0 kJ/mol. As for the charge: +1. As for the total energy: -8104.535 eV. The value obtained for the orbital gap is 10.00 eV.


Computed, not measured: an isolated ion of composition C2H5N4 and charge +1, with ωB97M-V/def2-TZVPD.

Structure (XYZ):
```
11
Properties=species:S:1:pos:R:3:forces:R:3:mulliken_charge:R:1
N 2.9670 -0.1182 -0.1586 5.886 0.200 -1.163 -0.202
C 1.8864 -0.2280 0.0640 -2.128 -0.975 0.867 0.307
N 0.6357 -0.0445 0.2699 -6.868 3.588 -0.976 -0.012
N 0.1268 1.4102 -0.3830 0.722 -3.147 0.823 -0.572
C -0.3832 -0.9321 0.2714 1.413 -0.886 -0.342 0.134
N -1.6183 -0.6907 -0.0302 -1.196 -1.776 0.885 -0.241
H 1.0452 1.7401 -0.6887 -0.374 0.544 0.253 0.300
H -0.2988 1.9429 0.3828 0.873 -0.031 0.134 0.308
H -0.0691 -1.9434 0.4698 -0.119 -0.334 0.283 0.387
H -2.4562 -1.3745 0.0604 2.395 1.311 -0.137 0.324
H -1.8355 0.2380 -0.2580 -0.604 1.507 -0.626 0.267
```
Positions in Å, forces in eV/Å.

The relative energy (zero: lowest compared OMol25 entry of this formula, charge and spin) comes out at 222.9 kJ/mol. As for the charge: +1. As for the total energy: -8105.416 eV. The value obtained for the orbital gap is 10.64 eV.


Computed, not measured: a 2-piece molecular cluster, C2H5N4O2 overall, with ωB97M-V/def2-TZVPD.

Structure (XYZ):
```
13
Properties=species:S:1:pos:R:3:forces:R:3:mulliken_charge:R:1
C -0.0088 1.1561 1.3760 0.450 -0.222 0.206 -1.108
C 0.2831 0.1041 0.3642 -0.623 -1.038 -1.522 0.245
N 0.0132 -1.1893 0.7633 -0.610 1.539 0.219 -0.692
N -0.3433 1.2261 -2.0501 -0.847 -1.391 0.255 -0.368
N -0.9446 0.4096 -1.3515 2.328 0.627 1.963 -0.219
N 0.1820 -2.1774 -0.0939 0.850 -0.078 0.150 0.995
O 0.4735 -2.0663 -1.3068 -0.134 0.718 0.520 -0.648
O 0.0754 -3.2895 0.4262 -0.239 -1.083 -0.124 -0.712
H 0.8034 1.3544 2.0874 -0.067 -1.037 0.387 0.279
H -0.9483 0.9593 1.8334 -0.636 -0.124 0.778 0.305
H -0.0183 2.1311 0.9796 -0.523 1.220 -1.364 0.399
H 1.2664 0.2569 -0.0670 -0.006 0.075 -1.041 0.316
H -0.8336 1.1250 -2.9610 0.055 0.792 -0.428 0.209
```
Positions in Å, forces in eV/Å.

The relative energy (zero: lowest compared OMol25 entry of this formula, charge and spin) comes out at 186.7 kJ/mol. As for the charge: -1. As for the total energy: -12205.488 eV. The value obtained for the orbital gap is 7.21 eV.


Result set for HOMO: -0.3296 -0.3098 -0.2958 -0.3274 -0.3133 -0.3378 -0.3579 -0.3400 -0.3192 -0.5711 -0.5745 -0.1110 Eh, one per record in the order listed.